No. 1
# C32H54O19

9 unconnected molecules or ions with the total composition C32H54O19 (ωB97M-V/def2-TZVPD, OMol25).

The geometry in XYZ format:
```
105
C32H54O19 ωB97M-V/def2-TZVPD
O 1.026 -1.711 -6.759
O 1.416 1.550 2.534
O -2.227 1.141 -0.250
O -3.156 0.378 -2.133
O -6.530 -0.208 -3.399
O -1.271 -0.558 -1.235
O 1.356 -4.472 -2.253
O 2.878 3.119 3.273
O -7.466 0.410 -1.440
O -0.281 -6.306 1.784
O -6.149 -1.431 -1.576
O 1.493 2.228 4.709
O -2.302 -6.695 0.802
O -1.255 -8.298 1.929
O 2.879 5.091 -1.688
O 3.872 0.384 0.516
O 5.894 0.659 -0.371
O -6.063 5.037 -0.830
O 4.299 -0.051 -1.776
C -1.195 0.701 0.634
C 1.953 2.185 3.433
C 0.883 -0.558 -0.102
C -3.983 4.492 0.391
C 6.697 2.191 1.287
C -0.692 -5.091 1.327
C 2.580 -4.400 -0.242
C -3.070 -4.388 0.915
C -5.439 4.299 -0.095
C -7.541 -0.239 -0.137
C 1.206 -1.358 -5.631
C 4.652 0.256 -0.647
C -6.675 -0.328 -2.222
C -5.856 2.908 0.166
C -0.664 -0.562 0.025
C 6.056 0.768 1.017
C 3.630 -3.582 -2.412
C 0.616 -2.038 -4.362
C -5.252 -1.331 0.640
C 2.155 -0.232 -5.434
C 3.054 3.678 4.585
C -1.936 -5.306 0.528
C 2.633 5.180 4.558
C 2.362 -4.085 -1.661
C -1.263 -7.177 1.570
C 2.256 4.078 -1.573
C 2.380 2.780 5.603
C -6.530 -1.404 -0.210
C 4.661 0.759 1.595
C -2.331 0.239 -1.264
C 0.818 3.895 -1.108
C 2.896 2.789 -1.865
H -7.319 0.417 0.705
H 1.958 -3.667 0.274
H 4.078 3.782 4.944
H 1.170 0.027 -0.976
H -3.668 5.390 -0.140
H 1.579 0.604 -5.037
H 4.325 -4.398 -2.610
H 2.441 2.350 -2.753
H 0.312 4.824 -0.847
H 2.782 2.149 -0.989
H 2.144 -5.379 -0.044
H -4.701 -0.463 0.278
H -0.451 1.490 0.527
H 3.197 -3.317 -3.377
H -3.889 4.561 1.474
H -1.602 0.448 1.613
H -5.356 -1.398 1.723
H 7.636 2.249 0.737
H 6.186 3.020 0.797
H -0.271 -2.652 -4.516
H -6.979 -2.368 0.029
H 1.667 5.347 4.082
H 6.907 2.486 2.315
H 1.179 -1.561 -0.410
H 2.584 0.221 -6.329
H -1.067 -1.381 0.621
H 0.076 3.442 -1.765
H -4.648 -2.228 0.504
H 0.312 -1.371 -3.555
H 4.406 1.744 1.986
H 3.945 2.945 -2.119
H -8.558 -0.610 -0.010
H -6.880 2.749 -0.174
H 0.923 3.352 -0.169
H 6.688 -0.033 1.400
H 1.242 -2.868 -4.035
H 4.520 0.010 2.374
H 2.924 -0.551 -4.730
H 1.420 -0.170 0.763
H 0.080 -4.588 0.745
H -3.249 -4.445 1.988
H 1.895 3.275 6.445
H -3.862 -4.809 0.296
H -5.701 2.521 1.173
H -2.927 -3.383 0.516
H 2.965 1.971 6.041
H 3.616 -4.337 0.090
H 3.134 6.057 4.149
H 4.050 -2.684 -1.957
H -5.269 2.301 -0.523
H 2.310 5.463 5.560
H -3.349 3.645 0.129
H -0.781 -4.374 2.143
H -1.598 -5.192 -0.502
```

Properties
Relative energy (zero: lowest compared OMol25 entry of this formula, charge and spin) = 256.3 kJ/mol
F_max = 0.097 Eh/bohr
LUMO = -0.32 eV
HOMO = -9.047 eV
Net charge = 0

---

No. 2
# C18H20N2

A single C18H20N2 molecule (ωB97M-V/def2-TZVPD, OMol25).

The geometry in XYZ format:
```
40
C18H20N2 ωB97M-V/def2-TZVPD
N 2.160 -0.755 0.320
N -1.436 0.271 -0.134
C 3.001 -1.921 0.061
C -2.209 4.126 1.403
C -0.886 2.126 1.051
C -2.963 2.373 -0.110
C 0.385 -1.581 -1.276
C -0.184 0.108 0.435
C 2.520 0.099 1.489
C 1.302 -2.732 -1.689
C -3.164 3.640 0.477
C -1.122 -1.949 -1.356
C 2.776 -2.356 -1.401
C -3.368 -0.810 -1.176
C 0.713 -1.093 0.186
C 1.649 1.371 1.660
C -2.008 -0.763 -0.905
C -1.838 1.588 0.213
C 0.238 1.214 1.119
C -1.017 3.383 1.602
H -4.028 4.212 0.245
H 1.561 1.658 2.729
H -4.055 -0.091 -0.797
H -3.760 -1.611 -1.781
H 2.762 -2.757 0.726
H 1.200 -2.982 -2.751
H 1.025 -3.601 -1.066
H -1.385 -2.254 -2.349
H 0.471 -1.859 0.905
H -1.328 -2.803 -0.711
H 2.474 -0.457 2.428
H 2.125 2.186 1.075
H 3.561 0.377 1.424
H -0.237 3.734 2.296
H 0.569 -0.764 -1.962
H 3.040 -1.549 -2.062
H -2.349 5.052 1.911
H 4.044 -1.682 0.203
H -3.693 2.064 -0.830
H 3.453 -3.213 -1.604
```

Properties
Relative energy (zero: lowest compared OMol25 entry of this formula, charge and spin) = 0.0 kJ/mol
F_max = 0.066 Eh/bohr
LUMO = 0.98 eV
HOMO = -7.461 eV
Net charge = 0

---

No. 3
# C5H12NO

2 unconnected molecules or ions with the total composition C5H12NO (ωB97M-V/def2-TZVPD, OMol25).

The geometry in XYZ format:
```
19
C5H12NO ωB97M-V/def2-TZVPD
O 1.171 0.908 1.358
N 2.454 -1.082 1.717
C -0.575 -1.044 -2.465
C -1.493 1.601 0.284
C 1.259 -0.285 2.039
C -0.583 -0.236 -1.206
C -1.545 0.617 -0.860
H -1.187 2.587 -0.080
H -2.457 1.733 0.782
H 0.250 -0.741 -3.111
H -0.699 1.302 1.002
H 2.648 -0.944 0.727
H 3.247 -0.622 2.158
H -1.538 -0.913 -2.960
H -2.492 0.600 -1.391
H 1.256 -0.109 3.119
H -0.462 -2.118 -2.279
H 0.417 -0.944 1.797
H 0.329 -0.308 -0.631
```

Properties
Relative energy (zero: lowest compared OMol25 entry of this formula, charge and spin) = 104.3 kJ/mol
F_max = 0.028 Eh/bohr
LUMO (spin up / spin down) = 1.05 / -1.86 eV
HOMO (spin up / spin down) = -9.054 / -9.056 eV
Net charge = 0
Spin multiplicity = 2

---

No. 4
# H3PS2

2 unconnected molecules or ions with the total composition H3PS2 (ωB97M-V/def2-TZVPD, OMol25).

The geometry in XYZ format:
```
6
H3PS2 ωB97M-V/def2-TZVPD
S 1.609 1.331 0.313
S -2.023 -1.410 -1.141
P 0.039 0.238 1.210
H -0.818 1.368 1.094
H -0.774 -1.618 -1.274
H 1.966 0.090 -0.202
```

Properties
Relative energy (zero: lowest compared OMol25 entry of this formula, charge and spin) = 267.6 kJ/mol
F_max = 0.041 Eh/bohr
LUMO (spin up / spin down) = -1.43 / -2.29 eV
HOMO (spin up / spin down) = -9.802 / -8.419 eV
Net charge = 0

---

No. 5
# C9H14O

2 unconnected molecules or ions with the total composition C9H14O (ωB97M-V/def2-TZVPD, OMol25).

The geometry in XYZ format:
```
24
C9H14O ωB97M-V/def2-TZVPD
O 0.987 2.879 0.459
C 1.191 -2.623 -0.203
C 1.073 1.556 0.331
C 0.034 -0.574 0.728
C -3.299 -1.144 -0.958
C 1.088 -1.156 0.024
C -3.785 0.053 -0.111
C 2.124 -0.365 -0.567
C 2.172 0.982 -0.383
C 0.086 0.787 0.971
H 1.776 3.272 0.807
H 0.430 -3.189 -0.738
H -0.819 -1.117 1.110
H -0.677 1.334 1.509
H 1.347 -3.034 0.808
H -2.322 -0.837 -1.378
H 2.967 -0.765 -1.113
H -3.138 0.087 0.775
H -4.813 0.032 0.212
H -3.564 0.912 -0.743
H 2.082 -2.868 -0.785
H -3.939 -1.274 -1.821
H -3.012 -2.042 -0.414
H 2.889 1.668 -0.812
```

Properties
Relative energy (zero: lowest compared OMol25 entry of this formula, charge and spin) = 82.8 kJ/mol
F_max = 0.042 Eh/bohr
LUMO (spin up / spin down) = -3.97 / -7.84 eV
HOMO (spin up / spin down) = -14.401 / -14.506 eV
Net charge = +1
Spin multiplicity = 2

---

No. 6
# C20H17BF4IIrN3O5S2

A molecular structure, C20H17BF4IIrN3O5S2 (ωB97M-V/def2-TZVPD, OMol25).

The geometry in XYZ format:
```
54
C20H17BF4IIrN3O5S2 ωB97M-V/def2-TZVPD
Ir -0.367 -1.505 -0.390
I -0.779 -3.870 -2.744
S -2.625 -1.468 -0.751
S 3.227 -0.867 -0.129
F -0.127 0.891 -4.013
F 1.741 1.023 -2.687
F -0.077 -0.283 -2.012
F 1.269 -0.931 -3.809
O 3.927 -1.442 0.977
O -2.788 5.072 0.812
O -3.324 5.292 -1.322
O -0.079 0.539 0.623
O 3.430 -1.400 -1.437
N 1.588 -0.838 0.232
N -0.636 -2.786 1.195
N -0.138 -1.196 2.837
C 0.602 -2.955 -1.405
C -0.396 -3.471 3.479
C -0.379 -2.468 2.485
C -2.660 2.474 -1.654
C -2.583 1.096 -1.769
C 4.329 3.052 -0.252
C -0.758 -4.747 3.163
C 4.484 1.673 -0.345
C -3.187 0.882 0.556
C 2.158 1.462 0.273
C 1.999 2.830 0.363
C 3.108 3.622 0.097
C -2.989 3.060 -0.436
C -1.055 -4.048 0.920
C -2.824 0.298 -0.657
C 3.375 0.903 -0.079
C -3.259 2.258 0.668
C -1.128 -5.044 1.847
C -3.017 4.545 -0.240
C 1.158 0.400 0.421
B 0.795 0.222 -3.261
H 5.427 1.228 -0.632
H 0.073 -0.991 3.795
H -2.288 0.648 -2.706
H 3.021 4.699 0.151
H -0.247 -0.431 2.184
H -1.330 -4.233 -0.108
H -0.142 -3.188 4.491
H 1.020 -3.714 -0.751
H -3.383 0.250 1.413
H -1.460 -6.027 1.550
H 1.040 3.260 0.618
H 5.171 3.696 -0.467
H 1.347 -2.497 -2.052
H -0.777 -5.511 3.928
H -3.579 4.726 -2.059
H -2.405 3.078 -2.517
H -3.505 2.730 1.609
```

Properties
Relative energy (zero: lowest compared OMol25 entry of this formula, charge and spin) = 0.0 kJ/mol
F_max = 0.016 Eh/bohr
LUMO (spin up / spin down) = -0.78 / -2.85 eV
HOMO (spin up / spin down) = -9.072 / -8.710 eV
Net charge = 0
Spin multiplicity = 2

---

Which of these has the lowest F_max? C20H17BF4IIrN3O5S2